Entry 1:
The following is a DFT calculation (wB97M-V/def2-TZVPD) of a molecular structure, C35H45F3N5O2SV.

Computed properties:
Molecular weight: 707.78 u
Electronic energy: -3426.8748 Ha
ΔE to the lowest compared entry with this formula, charge and spin: 0.738 eV
Spin multiplicity: 3
Strongest force on any atom: 0.54 eV/Å

Each line ends with the Mulliken charge.
Element x y z (Å)
V (0.47405, -0.37737, 0.02692)  1.040
C (-2.09921, -1.20042, -4.83482)  -1.854
C (-1.79735, -0.23577, -3.68104)  1.399
C (-2.92206, 0.79933, -3.57950)  -1.734
C (-0.43559, 0.41026, -3.87268)  0.851
C (-0.33541, 1.36600, -4.87678)  -0.461
C (0.87461, 1.94152, -5.21014)  -1.520
C (2.01110, 1.50869, -4.56012)  -0.802
C (1.96802, 0.54568, -3.55286)  0.702
C (3.33015, 0.13276, -3.01721)  0.631
C (3.71630, 0.97117, -1.79604)  -1.290
C (3.51910, -1.37259, -2.84557)  -1.549
C (0.72061, 0.03310, -3.14965)  -1.003
N (0.56051, -0.88843, -2.05010)  1.445
C (0.21765, -2.14185, -2.42010)  0.143
O (0.31153, -2.64972, -3.53101)  -0.711
C (-0.40501, -2.92661, -1.29833)  0.016
C (-1.06106, -4.13349, -1.46123)  -0.977
C (-1.66726, -4.70267, -0.34817)  -0.582
C (-1.59026, -4.07378, 0.88996)  -0.839
C (-0.90164, -2.87955, 0.96783)  -0.091
N (-0.34973, -2.33634, -0.11189)  0.641
C (-0.66999, -2.09681, 2.23241)  -0.299
O (-1.13442, -2.48865, 3.29445)  -0.708
N (0.12694, -1.03012, 2.01316)  1.861
C (0.54090, -0.25476, 3.15212)  -0.542
C (1.79638, -0.45950, 3.77024)  0.460
C (2.23863, 0.52700, 4.65495)  -1.022
C (1.45622, 1.60668, 5.01427)  -1.570
C (0.16094, 1.68257, 4.54493)  -0.233
C (-0.31599, 0.75633, 3.62781)  0.376
C (-1.78256, 0.81215, 3.25276)  1.708
C (-2.62726, 0.24445, 4.39911)  -1.759
C (-2.25305, 2.22572, 2.90191)  -1.943
C (2.69692, -1.70422, 3.62617)  1.486
C (3.50838, -1.95406, 4.91027)  -1.851
C (1.98320, -3.02427, 3.31334)  -1.397
H (-3.05439, -1.70432, -4.66567)  0.445
H (-1.31803, -1.95125, -4.93368)  0.393
H (-2.17344, -0.64914, -5.77571)  0.362
H (-1.78951, -0.79649, -2.74843)  -0.335
H (-3.15012, 1.23530, -4.55431)  0.444
H (-2.65904, 1.61102, -2.90205)  0.385
H (-3.83571, 0.32407, -3.21398)  0.409
H (-1.22553, 1.64896, -5.42484)  0.336
H (0.93655, 2.68543, -5.99452)  0.388
H (2.97736, 1.90470, -4.85189)  0.393
H (4.03562, 0.41488, -3.80358)  0.544
H (2.94937, 0.96237, -1.02563)  -0.021
H (3.83899, 2.01505, -2.09148)  0.434
H (4.66169, 0.63056, -1.36674)  0.335
H (2.84531, -1.80451, -2.11330)  -0.001
H (4.54828, -1.58811, -2.54827)  0.449
H (3.31772, -1.88653, -3.78613)  0.432
H (-1.08791, -4.58713, -2.44163)  0.630
H (-2.19970, -5.64017, -0.44398)  0.446
H (-2.03671, -4.48280, 1.78493)  0.619
H (3.21785, 0.44310, 5.10028)  0.228
H (1.84098, 2.35214, 5.69900)  0.392
H (-0.49395, 2.47016, 4.89688)  0.353
H (-1.93860, 0.18533, 2.37970)  -0.560
H (-2.50523, 0.85076, 5.30069)  0.347
H (-2.33006, -0.77895, 4.62210)  0.347
H (-3.68590, 0.24973, 4.12695)  0.462
H (-2.34620, 2.84964, 3.79355)  0.496
H (-3.23672, 2.18577, 2.42890)  0.428
H (-1.55695, 2.71674, 2.21898)  0.374
H (3.43790, -1.51716, 2.84716)  -0.009
H (2.84976, -1.98977, 5.78006)  0.420
H (4.27385, -1.20223, 5.09151)  0.416
H (4.01910, -2.91436, 4.83027)  0.480
H (1.21063, -3.22660, 4.05596)  0.373
H (2.71143, -3.83647, 3.34530)  0.458
H (1.51528, -3.05129, 2.33636)  -0.028
F (3.47884, -0.64412, 0.71036)  -0.311
C (2.40985, -1.22944, 0.31667)  0.962
F (2.68025, -2.48368, 0.20544)  -0.191
F (1.11075, 1.36536, 0.22113)  -0.763
C (-3.87482, 3.81209, -0.80612)  -1.120
N (-3.35636, 2.48086, -0.53320)  0.053
C (-2.09426, 2.04119, -0.40921)  0.732
S (-1.92390, 0.34240, -0.24108)  -0.771
N (-1.02626, 2.82352, -0.42594)  0.341
C (-0.92818, 4.27451, -0.48486)  -1.175
H (-4.95764, 3.75814, -0.72723)  0.380
H (-3.62771, 4.15113, -1.81285)  0.283
H (-3.52675, 4.53965, -0.07827)  0.337
H (-4.02391, 1.72831, -0.54696)  0.289
H (-0.15250, 2.33307, -0.23289)  -0.196
H (-1.43927, 4.68508, -1.35122)  0.401
H (0.12780, 4.51477, -0.57605)  0.348
H (-1.30419, 4.74627, 0.42412)  0.313


Entry 2:
The following is a DFT calculation (wB97M-V/def2-TZVPD) of a molecular structure, C13H14N7PdS2 at a distorted geometry.

Computed properties:
Molecular weight: 438.86 u
Electronic energy: -1811.1344 Ha
ΔE to the lowest compared entry with this formula, charge and spin: 0.656 eV
Total charge: +1
Strongest force on any atom: 1.02 eV/Å

Each line ends with the Mulliken charge.
Element x y z (Å)
Pd (-0.01445, -0.18985, -0.35600)  -0.011
N (4.11755, 0.75461, 0.47073)  -0.379
C (2.80998, 0.47909, 0.50140)  0.797
S (2.01269, 0.49753, -1.08449)  -0.323
N (2.24437, 0.24556, 1.65800)  -1.239
N (0.92688, -0.00888, 1.52701)  0.781
C (0.19912, -0.37594, 2.51087)  -0.367
C (-1.20343, -0.69677, 2.20973)  0.811
C (-2.10770, -1.04911, 3.19821)  -0.896
C (-3.41578, -1.34422, 2.84699)  -0.220
C (-3.78916, -1.28085, 1.51583)  -0.877
C (-2.83623, -0.92940, 0.57376)  -0.087
N (-1.58426, -0.64024, 0.90998)  0.213
H (4.60393, 0.87946, -0.39724)  0.185
H (4.63373, 0.77036, 1.33442)  0.245
H (0.59590, -0.46915, 3.51695)  0.373
H (-1.78173, -1.09185, 4.22781)  0.439
H (-4.13337, -1.62601, 3.60519)  0.430
H (-4.79496, -1.51192, 1.19794)  0.404
H (-3.05773, -0.89953, -0.48426)  0.423
S (0.52706, -2.64896, -0.67552)  -0.246
C (-0.03150, -2.07338, -2.15655)  0.209
N (0.86038, -1.94931, -3.19641)  -0.052
C (0.51070, -1.56334, -4.44625)  -0.103
C (-0.79137, -1.31668, -4.72029)  -0.706
C (-1.69205, -1.47394, -3.63485)  0.025
N (-1.34547, -1.81782, -2.42702)  -0.350
H (1.83073, -2.11590, -2.96476)  0.294
H (1.31458, -1.48904, -5.16442)  0.408
H (-1.12192, -1.02772, -5.70424)  0.419
H (-2.74904, -1.28195, -3.79139)  0.432
C (-2.15567, 3.74537, -1.97679)  -0.950
C (-1.51575, 2.50380, -1.58280)  0.358
N (-0.98612, 1.53853, -1.27234)  -0.341
H (-1.93027, 4.51548, -1.24102)  0.301
H (-3.23316, 3.60385, -2.03517)  0.300
H (-1.77537, 4.05246, -2.94950)  0.300